The following is a DFT calculation (wB97M-V/def2-TZVPD) of an isolated molecule of C4H8O3 in a non-equilibrium geometry.

Values from the calculation:
**Total energy**: -10419.05418 eV
**SMILES**: C[C@@H](O)COC=O
**HOMO energy**: -0.373 Ha
**Net charge**: 0
**Energy above the lowest of the compared OMol25 structures with the same formula, charge and spin**: 188.1 kJ/mol

The geometry in XYZ format:
```
15
Properties=species:S:1:pos:R:3:forces:R:3:nbo_charge:R:1
C 0.30409 -1.80317 1.00593 -0.5 0.6 0.4 -0.659
C -0.59603 -0.44393 0.64016 0.5 -0.7 -0.2 0.089
O -0.44242 0.74006 1.37983 0.7 0.1 0.3 -0.745
C -0.03821 -0.23113 -0.71576 -0.2 1.2 -1.1 -0.099
O -0.51960 1.00761 -1.49789 0.5 -0.7 0.3 -0.525
C 0.02204 2.21207 -1.29987 0.4 -0.2 0.5 0.666
O 0.61065 2.58694 -0.30521 -0.2 -0.5 -0.4 -0.608
H 1.00166 -1.60762 1.82193 -0.3 0.2 0.1 0.231
H 0.95311 -2.25623 0.21729 -0.6 0.9 0.0 0.209
H -0.34690 -2.63282 1.28772 -0.1 0.3 0.2 0.217
H -1.67711 -0.69299 0.65080 0.7 -0.1 0.0 0.177
H 0.04988 1.44640 0.85179 -0.5 -1.1 0.8 0.496
H -0.28796 -1.09979 -1.32152 0.1 0.5 -0.5 0.213
H 1.03681 -0.13539 -0.56367 0.0 0.3 -0.5 0.198
H -0.07002 2.90998 -2.15153 -0.4 -0.6 0.0 0.138
```
Positions in Å, forces in eV/Å.

---

The following is a DFT calculation (wB97M-V/def2-TZVPD) of a structure of composition C14H14N2O3OsS in a non-equilibrium geometry.

Values from the calculation:
**<S²>**: 6.0509
**Total energy**: -37158.51467 eV
**HOMO energy (spin up / spin down)**: -0.211 / -0.311 Ha
**Net charge**: 0
**Multiplicity**: 5
**Energy above the lowest of the compared OMol25 structures with the same formula, charge and spin**: 311.7 kJ/mol

The geometry in XYZ format:
```
35
Properties=species:S:1:pos:R:3:forces:R:3:mulliken_spin:R:1
C -0.81166 1.07277 -3.62170 0.3 0.0 -1.1 -0.066
C 0.56591 0.92105 -4.02482 0.0 1.1 -0.8 0.139
C 1.39443 1.62687 -3.08164 -0.1 0.6 -0.3 -0.051
C 0.53181 2.18752 -2.07749 0.3 2.4 -1.1 0.011
C -0.83889 1.84964 -2.41852 0.4 1.3 -0.1 0.002
Os 0.26222 0.14977 -2.07557 -2.9 -5.6 2.3 0.918
N -1.11370 -3.34803 -1.66232 -0.5 7.7 0.9 0.115
C -1.34405 -4.57738 -1.73680 -0.3 -4.5 -1.4 0.501
C 0.04272 -2.02220 -2.18522 -0.3 -1.1 -0.3 0.292
H 2.48071 1.69041 -3.10584 -0.4 0.0 0.0 0.000
H 0.90744 0.39231 -4.91685 -0.1 0.0 0.5 0.007
H 0.83977 2.79586 -1.23227 -0.1 -0.3 -0.5 0.008
H -1.73757 2.19684 -1.90407 0.4 -0.4 0.0 0.000
H -1.68107 0.72138 -4.17373 0.3 -0.1 0.4 -0.003
H 0.38057 -2.46851 -3.12527 0.3 0.1 0.3 0.010
H -1.68484 -5.00195 -2.69589 0.8 -0.3 0.1 0.026
H -1.73002 -2.77451 -1.08039 1.0 -0.4 0.5 0.029
H 0.73469 -2.14277 -1.34305 0.5 -0.6 -0.1 -0.015
H -1.30186 -5.27136 -0.88664 -0.3 0.3 0.1 0.025
O 0.18114 3.82288 2.10991 0.4 -0.2 -0.3 0.036
S 1.10863 2.72331 2.05380 -0.2 -1.6 0.1 0.009
O 2.51046 2.97167 2.29003 -0.7 0.0 -0.3 0.034
N 0.89005 1.83613 0.64021 0.9 1.9 0.3 0.406
C 0.27030 0.68108 0.81132 -1.0 -1.4 3.8 0.283
O -0.30232 -0.01211 -0.11625 0.9 -0.2 -1.0 0.080
C 0.18256 0.28249 2.22970 -0.4 -0.4 -4.9 0.270
C -0.27395 -0.90929 2.81033 -0.7 -1.6 2.2 0.103
C -0.40854 -0.96169 4.19773 -0.3 -1.7 -3.2 0.120
C -0.10346 0.15976 4.99066 0.5 1.8 1.5 0.431
C 0.38443 1.33883 4.40775 0.2 0.1 -0.9 -0.106
C 0.53148 1.36072 3.02476 1.1 3.2 3.7 0.328
H -0.49476 -1.74946 2.15539 0.0 0.1 0.3 0.025
H -0.76348 -1.87680 4.67573 0.1 0.3 -0.2 0.009
H -0.24723 0.11116 6.07240 0.1 0.0 -0.4 0.025
H 0.63808 2.22362 4.99461 -0.1 -0.4 -0.1 0.000
```
Positions in Å, forces in eV/Å.

---

The following is a DFT calculation (wB97M-V/def2-TZVPD) of an isolated molecule of C5H12O in a non-equilibrium geometry.

Values from the calculation:
**Total energy**: -7425.88198 eV
**SMILES**: CCC[C@@H](C)O
**HOMO energy**: -0.366 Ha
**Net charge**: 0
**Energy above the lowest of the compared OMol25 structures with the same formula, charge and spin**: 137.9 kJ/mol

The geometry in XYZ format:
```
18
Properties=species:S:1:pos:R:3:forces:R:3:nbo_charge:R:1
C 1.25899 -0.39403 1.49124 -0.4 1.8 1.4 -0.624
C -0.19910 -1.00878 1.26396 2.4 1.2 0.2 -0.408
C -1.00587 -0.00321 0.42954 -0.7 -0.5 -1.5 -0.422
C -0.22841 0.69512 -0.75473 -0.6 0.3 1.5 0.114
C 0.21484 -0.23594 -1.87109 -1.8 3.5 -1.3 -0.634
H 1.99363 -0.91895 2.26845 -1.7 0.9 -2.1 0.225
H 1.08385 0.72034 1.86658 0.4 -2.2 -0.1 0.190
H 1.66753 -0.13167 0.50062 0.6 -1.0 0.6 0.202
H -0.08672 -1.88083 0.63778 0.0 -0.7 0.3 0.198
H -0.55529 -1.24044 2.28020 -0.5 0.0 -0.7 0.215
H -1.77439 -0.58878 -0.15583 0.1 0.7 1.1 0.205
H -1.45629 0.78178 1.05795 0.0 -0.3 -0.3 0.204
H 0.62267 1.15180 -0.28615 0.4 0.8 -0.2 0.156
H -0.74978 -0.63596 -2.21084 0.6 -0.2 -0.6 0.215
H 0.89959 -0.96562 -1.64829 1.5 -1.8 1.0 0.212
H 0.70930 0.46677 -2.62708 -0.9 -1.2 0.6 0.224
H -1.32147 2.49706 -0.84816 0.8 -1.9 -0.5 0.480
O -1.07308 1.69133 -1.39415 -0.2 0.7 0.7 -0.751
```
Positions in Å, forces in eV/Å.

---

The following is a DFT calculation (wB97M-V/def2-TZVPD) of a cluster of 3 separate species, C23H34BF2NO8P2 in total in a non-equilibrium geometry.

Values from the calculation:
**Total energy**: -66957.57324 eV
**SMILES**: CCO[C@@]1(B(O)OC)[C@@H](COO)C(=O)N[C@@]1(P(O)O)P(C)CC.Fc1ccccc1.Fc1ccccc1
**HOMO energy**: -0.308 Ha
**Net charge**: 0

The geometry in XYZ format:
```
71
Properties=species:S:1:pos:R:3:forces:R:3:lowdin_charge:R:1
C 3.21803 3.23812 1.89003 -1.2 -0.6 0.6 -0.055
C 2.20212 2.06722 1.40310 1.7 2.1 -0.1 -0.228
O 2.21730 1.07529 2.44057 -1.1 -0.2 -2.4 -0.110
C 1.24332 0.02849 2.26361 -2.3 -1.1 1.7 -0.282
B 1.10652 -0.52628 3.80128 0.1 -0.1 1.4 -0.505
O 0.66029 -1.82555 4.17896 1.5 1.6 -0.8 0.119
O 1.43176 0.43227 4.85297 0.3 -2.1 -1.2 -0.057
C 2.72278 0.14233 5.43593 0.7 1.1 0.7 -0.081
C -0.30360 0.45096 1.97871 0.1 -0.2 0.6 -0.105
C -0.89817 1.72618 2.72975 0.2 0.4 -1.5 -0.120
O -2.25525 1.46869 3.15341 1.1 2.0 -1.4 -0.159
O -2.27816 0.73448 4.31098 0.4 -1.6 1.9 -0.034
C -0.46928 0.36123 0.37839 -0.8 0.7 0.3 -0.318
O -1.45559 0.75348 -0.25331 3.3 -1.0 1.3 0.093
N 0.76624 -0.30847 -0.12131 -1.3 0.4 1.0 0.000
C 1.38191 -1.01203 1.06403 2.0 0.9 -0.5 -0.605
P 0.27026 -2.59869 1.09254 -2.4 -1.6 0.6 0.948
O -0.11380 -3.02939 -0.51553 2.4 0.7 1.6 -0.306
O 1.21314 -3.92351 1.67908 -0.4 1.2 -1.2 -0.342
P 3.07572 -1.78095 0.64854 0.3 0.0 -1.1 0.962
C 4.19585 -0.43553 -0.14581 -0.2 0.1 -0.1 -0.296
C 3.93010 -2.40332 2.25353 0.8 0.0 -0.2 -0.385
C 5.23003 -1.56057 2.65170 -0.4 -0.6 1.3 -0.180
H 2.77867 4.21775 1.52274 1.0 -1.1 0.3 0.077
H 3.16471 3.25731 3.03679 0.2 0.0 -1.6 0.089
H 4.28834 3.05051 1.57241 -1.4 0.4 0.3 0.073
H 2.59991 1.72455 0.39611 -0.6 0.0 1.2 0.095
H 1.20750 2.58728 1.23139 0.8 -1.1 0.4 0.122
H 1.21526 -2.14871 4.91574 -0.8 0.2 -0.1 0.111
H 2.70008 -0.70883 6.20246 0.0 0.9 -1.2 0.105
H 3.03679 1.08891 6.00708 -0.5 -1.4 -0.8 0.111
H 3.51138 -0.00355 4.62687 -0.9 -0.1 1.0 0.090
H -0.89980 -0.41029 2.44027 0.6 0.9 -0.8 0.143
H -0.97046 2.60019 1.98674 -0.2 -1.3 1.1 0.146
H -0.25342 2.09811 3.59007 -0.7 -0.8 -0.9 0.144
H -1.65876 1.12299 4.97213 -0.4 0.2 -0.7 0.114
H 1.38797 0.32003 -0.64025 -0.4 -0.4 0.2 0.106
H 0.73777 -3.01565 -1.01161 -0.6 -0.1 -0.1 0.036
H 0.81124 -4.76705 1.37773 0.2 0.8 0.2 0.060
H 3.56497 0.17822 -0.88623 0.9 -0.9 1.2 0.035
H 4.94231 -1.00421 -0.79880 -0.8 0.9 1.1 0.045
H 4.68897 0.23622 0.62186 -0.5 -0.7 -1.2 0.026
H 4.30288 -3.45377 1.97331 -0.8 1.5 0.4 0.080
H 3.18271 -2.53713 3.10087 0.9 0.4 -1.1 0.067
H 5.50214 -1.86986 3.72711 -0.3 0.5 -1.5 0.079
H 6.12128 -1.84904 2.01451 -1.2 0.6 0.6 0.077
H 5.03768 -0.44327 2.68443 0.3 -1.3 -0.2 0.054
F 0.45470 -2.56799 -6.34284 0.1 -0.1 -0.1 0.054
C -0.19362 -1.77114 -5.47565 -0.4 0.4 0.5 -0.292
C -1.25814 -1.00455 -5.92146 0.0 -0.1 -0.2 -0.017
C -1.93197 -0.18388 -5.02262 0.2 -0.1 0.2 -0.071
C -1.52618 -0.13179 -3.69139 -0.1 0.1 -0.1 -0.081
C -0.45276 -0.90230 -3.25645 -0.1 0.1 -0.2 -0.079
C 0.21469 -1.73154 -4.15210 0.1 -0.1 0.0 -0.019
H -1.55406 -1.05227 -6.96284 0.0 0.0 0.0 0.115
H -2.77154 0.41488 -5.35838 0.1 -0.1 0.0 0.083
H -2.04907 0.51152 -2.99134 0.1 -0.1 0.0 0.089
H -0.13610 -0.85714 -2.21997 -0.1 -0.1 -0.2 0.061
H 1.04763 -2.34568 -3.82929 0.0 0.0 -0.1 0.110
F -4.72523 1.41569 -5.91726 0.1 0.0 -0.2 0.048
C -5.60727 1.46924 -4.90452 -0.6 0.0 0.6 -0.288
C -5.20896 1.98864 -3.68345 0.2 0.1 0.0 -0.018
C -6.12252 2.04856 -2.63695 -0.2 -0.1 -0.2 -0.078
C -7.42022 1.57874 -2.82063 0.0 0.0 0.0 -0.097
C -7.80691 1.05472 -4.05032 0.2 0.1 0.1 -0.085
C -6.89722 1.00436 -5.10072 0.0 -0.1 -0.2 -0.019
H -4.19221 2.34187 -3.55690 0.0 0.0 0.0 0.114
H -5.82374 2.45996 -1.67936 0.0 -0.1 -0.1 0.107
H -8.13099 1.62186 -2.00218 0.1 0.0 -0.1 0.101
H -8.81674 0.68537 -4.19068 0.1 0.0 0.0 0.104
H -7.18324 0.60770 -6.06757 0.1 0.0 0.0 0.116
```
Positions in Å, forces in eV/Å.

---

The following is a DFT calculation (wB97M-V/def2-TZVPD) of a structure of composition C12H36FNaO16P4 in a non-equilibrium geometry.

Values from the calculation:
**Total energy**: -90074.81994 eV
**HOMO energy**: -0.324 Ha
**Net charge**: 0
**Energy above the lowest of the compared OMol25 structures with the same formula, charge and spin**: 1385.6 kJ/mol

The geometry in XYZ format:
```
70
Properties=species:S:1:pos:R:3:forces:R:3:nbo_charge:R:1
Na -2.13993 -4.26556 7.29032 -4.1 8.5 3.1 0.942
F -2.52757 -4.98488 8.84363 -6.3 1.1 0.5 -0.817
C -0.85059 -8.75456 9.68748 1.3 0.4 0.9 -0.256
O -0.04581 -8.40601 8.55122 0.5 -0.5 2.1 -0.849
P 1.13440 -7.35703 8.67217 0.1 3.2 0.4 2.581
O 1.94259 -7.18304 7.44794 -0.2 -0.3 1.2 -1.094
O 1.98034 -7.73149 9.95918 -0.1 -0.3 -0.2 -0.827
C 3.19898 -6.99937 10.20350 -0.1 0.3 0.5 -0.245
O 0.36308 -5.98191 9.22062 3.0 -2.2 -0.1 -0.823
C -0.82235 -5.66291 8.53070 4.0 -1.6 -0.1 -0.282
H -0.72856 -7.94789 10.41031 -0.5 0.1 0.1 0.202
H -0.42940 -9.60580 10.22238 -0.2 -0.4 -0.5 0.205
H -1.89356 -8.87631 9.39512 0.5 -0.6 -0.2 0.195
H 4.08146 -7.62045 10.04990 -0.3 -0.1 -0.1 0.192
H 3.15325 -6.68712 11.24681 0.1 -0.1 0.0 0.189
H 3.27823 -6.09293 9.60334 -0.1 -0.2 -0.2 0.202
H -1.64838 -6.20197 8.99460 2.8 -0.5 0.0 0.211
H -0.66033 -5.88297 7.47552 0.2 0.2 2.0 0.192
H -1.07236 -4.60320 8.58180 3.5 -0.5 1.5 0.159
C -0.88728 -6.46173 3.18397 0.8 0.8 -1.5 -0.253
O -1.55166 -7.10060 4.23253 -1.2 0.3 2.8 -0.788
P -1.62035 -6.57919 5.77084 0.8 -3.4 0.0 2.588
O -1.50174 -5.12823 6.08568 2.9 -6.3 -9.8 -1.166
O -2.92546 -7.32549 6.44020 2.2 0.3 -4.6 -0.796
C -3.25423 -7.12320 7.77237 -0.1 -0.1 -0.2 -0.328
O -0.34189 -7.37296 6.43681 -2.1 2.4 -2.0 -0.822
C -0.11709 -8.72287 6.24981 0.3 -2.6 -0.6 -0.258
H -1.63854 -6.16296 2.45292 0.1 0.1 0.0 0.192
H -0.16141 -7.10995 2.69303 -0.4 -0.7 0.2 0.197
H -0.24329 -5.61438 3.41932 -0.5 0.3 0.7 0.197
H -2.37046 -7.26976 8.39332 -0.6 -0.3 -1.4 0.201
H -4.01868 -7.82457 8.10673 0.2 0.1 -1.0 0.233
H -3.54112 -6.07516 7.85842 -0.6 -0.9 0.0 0.198
H 0.83382 -9.02029 6.69186 0.3 0.6 -0.9 0.224
H -0.14291 -9.01168 5.19909 -0.2 0.0 0.0 0.179
H -0.73573 -9.33560 6.90551 -0.9 0.0 -1.0 0.187
C -3.10144 -4.63627 14.08043 0.9 0.9 0.3 -0.246
O -3.45193 -4.21221 12.77074 -0.5 0.2 -0.8 -0.827
P -3.48527 -2.65782 12.32508 -2.1 0.7 -0.2 2.554
O -4.24453 -1.74948 13.26268 1.8 -1.7 -1.5 -1.087
O -1.96127 -2.29602 12.02964 0.4 0.6 0.1 -0.827
C -1.09453 -1.68031 13.00887 -0.4 -0.3 0.6 -0.251
O -4.12182 -2.69830 10.83586 0.5 0.3 2.1 -0.826
C -3.76121 -3.69145 9.84535 -1.1 1.1 1.4 -0.230
H -2.06376 -4.96987 14.08601 0.1 -0.1 -0.2 0.174
H -3.70144 -5.45850 14.47035 -0.4 0.3 -0.4 0.196
H -3.14003 -3.75334 14.71843 -0.3 -0.3 0.5 0.194
H -0.46318 -0.88547 12.61172 -0.3 -0.2 -0.6 0.194
H -0.44942 -2.45036 13.43192 0.0 0.0 0.0 0.179
H -1.69542 -1.24625 13.80800 0.0 0.0 0.0 0.204
H -3.06849 -4.45500 10.19923 -1.1 1.4 1.3 0.241
H -3.29329 -3.23617 8.97250 -0.3 1.0 0.8 0.132
H -4.70865 -4.10852 9.50399 0.1 -0.3 0.1 0.188
C -3.41716 -6.92241 10.14626 -0.9 0.6 1.9 -0.334
O -4.56283 -7.70593 9.92736 -4.0 -1.7 0.9 -0.842
P -6.13344 -7.25369 10.13528 -0.2 -0.4 1.6 2.528
O -7.18605 -8.35472 10.14269 2.9 2.5 -0.3 -1.054
O -6.03493 -6.33836 11.49809 0.4 -1.2 -2.2 -0.812
C -7.17171 -5.77212 12.14154 -0.4 -0.5 0.5 -0.247
O -6.31920 -6.09744 9.00646 -0.1 -0.9 2.1 -0.804
C -6.51094 -6.57454 7.71208 0.3 0.3 -1.7 -0.254
H -3.44052 -6.62750 11.19535 0.4 0.3 0.0 0.203
H -3.47013 -6.06957 9.46953 0.0 -0.7 1.6 0.261
H -2.55583 -7.55207 9.92325 -1.0 0.7 1.0 0.192
H -7.98040 -5.44681 11.48709 0.4 0.3 -0.4 0.187
H -6.78246 -4.95837 12.75341 -0.2 0.0 -0.1 0.205
H -7.63364 -6.54727 12.75298 0.1 0.1 0.3 0.186
H -5.88958 -5.92278 7.09790 -0.2 0.0 -0.4 0.177
H -7.54914 -6.49111 7.39069 0.0 -0.1 0.2 0.194
H -6.13189 -7.58205 7.54078 -0.2 -0.2 0.2 0.188
```
Positions in Å, forces in eV/Å.